{"formula": "C5H10NO2", "method": "wB97M-V/def2-TZVPD", "symbols": ["C", "C", "C", "H", "H", "C", "H", "O", "H", "H", "H", "O", "N", "C", "H", "H", "H", "H"], "xyz": [[0.50, -1.02, -1.99], [-1.32, 0.11, -0.93], [1.77, 0.84, 2.80], [-0.70, 0.63, -0.21], [1.25, 1.58, 3.41], [-2.60, -0.13, -0.69], [-3.24, -0.51, -1.47], [0.43, -0.50, 1.38], [-1.33, -0.61, -2.77], [-3.02, 0.06, 0.29], [0.26, -2.00, -1.53], [0.87, 1.60, 0.74], [-0.67, -0.18, -2.13], [0.97, 0.66, 1.51], [0.97, -1.17, -2.96], [1.90, -0.07, 3.38], [2.73, 1.23, 2.49], [1.22, -0.53, -1.33]], "mulliken_charge": [-0.7672, 0.0797, -0.9501, 0.3981, 0.2695, -0.9943, 0.2577, -0.2610, 0.2665, 0.2679, 0.2768, -0.5571, -0.3379, 0.8791, 0.3321, 0.3300, 0.2868, 0.2236], "s_squared": 0.76, "spin_multiplicity": 2, "homo_lumo_gap_ev": [9.025, 4.845]}

=====

{"formula": "C36H102N22O20", "method": "wB97M-V/def2-TZVPD", "symbols": ["C", "H", "H", "H", "H", "C", "C", "N", "H", "H", "H", "O", "N", "H", "C", "H", "N", "H", "C", "H", "H", "H", "N", "C", "N", "H", "N", "H", "O", "H", "H", "H", "N", "H", "H", "N", "H", "H", "H", "H", "N", "C", "C", "H", "C", "O", "C", "H", "C", "O", "C", "H", "O", "H", "H", "C", "H", "H", "H", "H", "H", "H", "H", "N", "H", "H", "O", "N", "H", "H", "H", "C", "H", "C", "H", "H", "H", "H", "H", "H", "H", "N", "H", "H", "C", "H", "N", "H", "H", "H", "H", "H", "H", "C", "N", "H", "H", "H", "O", "H", "H", "H", "H", "H", "H", "H", "H", "O", "C", "H", "H", "C", "O", "C", "O", "H", "N", "N", "H", "H", "N", "C", "C", "H", "N", "C", "H", "O", "N", "C", "O", "C", "H", "H", "H", "H", "H", "H", "C", "H", "C", "C", "O", "C", "N", "H", "H", "C", "H", "H", "H", "H", "C", "N", "O", "H", "H", "N", "O", "H", "C", "O", "H", "H", "H", "H", "C", "H", "H", "O", "H", "H", "H", "H", "C", "O", "C", "O", "C", "O"], "xyz": [[-9.43, 8.20, -1.27], [-7.66, 17.59, -0.42], [-11.32, 13.40, -8.80], [-12.08, 12.26, 3.46], [-7.39, 16.34, -2.06], [-15.34, 12.12, -1.95], [-6.80, 15.63, -2.65], [-2.25, 13.29, -3.06], [-7.20, 19.50, -2.91], [-7.60, 12.49, 0.58], [-10.71, 6.44, -3.93], [-13.46, 10.14, -4.29], [-10.86, 6.22, -0.57], [-9.76, 16.26, -5.75], [-11.21, 13.76, -1.92], [-7.14, 13.43, -4.40], [-13.98, 18.05, -0.23], [-8.50, 13.27, -7.22], [-2.46, 14.56, -3.32], [-6.80, 15.87, -3.71], [-2.79, 15.70, -4.75], [-9.21, 14.05, -4.43], [-5.71, 17.93, -5.24], [-11.27, 4.51, -2.28], [-10.60, 17.41, -2.21], [-12.00, 8.85, -0.91], [-9.25, 16.99, -6.23], [-14.96, 12.98, -0.22], [-15.55, 15.08, -4.98], [-3.75, 12.57, -7.16], [-9.81, 11.72, -0.36], [-9.33, 17.93, -5.85], [-9.83, 16.57, -0.40], [-11.74, 3.91, -1.50], [-6.05, 13.64, -0.83], [-1.41, 14.10, 1.10], [-10.03, 16.75, -2.71], [-8.96, 8.34, -3.43], [-12.49, 6.10, 0.20], [-9.15, 9.23, -1.06], [-7.45, 19.02, -2.06], [-13.92, 11.70, -6.07], [-5.55, 19.19, -5.02], [-6.73, 12.18, -3.17], [-10.51, 17.56, -0.93], [-2.08, 15.48, -2.58], [-14.61, 16.91, -0.59], [-16.48, 16.51, -1.35], [-10.36, 13.22, -6.91], [-5.85, 20.06, -0.91], [-9.81, 8.15, -2.77], [-13.30, 16.19, -6.02], [-3.97, 11.20, -4.97], [-16.18, 18.14, -0.91], [-14.55, 10.92, -6.51], [-14.79, 15.55, -3.88], [-2.64, 12.49, -3.54], [-6.69, 14.44, 5.15], [-1.58, 13.10, -2.33], [-8.83, 11.38, -2.78], [-15.10, 16.52, -3.50], [-8.74, 14.05, 6.08], [-6.69, 11.35, -6.45], [-7.19, 18.44, -0.13], [-12.97, 18.07, -0.18], [-8.48, 15.29, 2.40], [-6.42, 20.04, -4.98], [-12.13, 14.51, 1.34], [-6.62, 17.51, -5.44], [-7.60, 11.69, -0.95], [-4.09, 20.30, -4.27], [-9.77, 11.90, -2.96], [-0.41, 14.14, 1.20], [-13.24, 15.59, -4.23], [-10.06, 7.30, 1.98], [-3.61, 18.68, -4.70], [-10.24, 4.23, -2.50], [-9.95, 12.13, -4.02], [-6.24, 13.63, 2.88], [-8.87, 8.40, 1.12], [-9.85, 16.59, 0.61], [-14.25, 11.48, -1.82], [-8.82, 6.68, 1.06], [-13.91, 10.85, -2.53], [-1.98, 13.29, 0.24], [-11.65, 4.20, -3.25], [-15.61, 12.93, -0.99], [-9.65, 15.71, -0.89], [-14.87, 14.84, -3.05], [-9.39, 6.05, -2.88], [-6.66, 18.43, 0.73], [-12.98, 6.20, -3.29], [-7.39, 14.67, -0.38], [-7.27, 13.87, 3.16], [-11.99, 13.03, 2.82], [-11.26, 18.10, -2.54], [-3.09, 13.90, -5.03], [-2.05, 14.53, 1.76], [-9.31, 14.78, -3.81], [-13.46, 6.47, -1.59], [-15.13, 12.07, -4.73], [-9.87, 13.48, 0.12], [-8.11, 18.61, -7.47], [-11.37, 13.70, 3.24], [-11.07, 12.95, -6.12], [-3.78, 12.62, -0.38], [-7.14, 17.40, -8.37], [-16.12, 11.95, -2.87], [-4.81, 11.44, -5.82], [-13.49, 12.30, -6.87], [-12.09, 10.61, -5.65], [-11.32, 6.00, -1.98], [-8.39, 15.50, -7.64], [-7.40, 14.20, -2.49], [-11.18, 18.33, -0.28], [-7.83, 13.08, 2.65], [-15.82, 17.20, -1.03], [-8.93, 14.27, -2.56], [-5.59, 13.41, -3.61], [-14.53, 18.89, -0.10], [-3.29, 13.33, 0.14], [-8.55, 16.61, -7.27], [-9.51, 7.52, 1.07], [-8.42, 7.88, -1.00], [-6.05, 11.02, -5.74], [-10.73, 12.64, -8.29], [-15.32, 14.16, -5.10], [-11.47, 11.42, -8.27], [-4.29, 19.42, -4.73], [-10.36, 7.57, -0.19], [-11.70, 5.58, 0.35], [-12.60, 13.41, 1.79], [-11.40, 14.80, -1.64], [-8.12, 18.26, -2.13], [-13.72, 11.58, -0.96], [-10.60, 8.86, -2.99], [-11.82, 13.26, -1.17], [-7.26, 12.76, 4.98], [-7.10, 13.85, -1.03], [-11.37, 14.95, 1.84], [-6.75, 19.27, -1.00], [-12.91, 11.10, -5.12], [-14.69, 12.65, -5.35], [-11.53, 8.67, 0.06], [-7.82, 17.66, -7.67], [-9.86, 12.47, -8.92], [-11.14, 9.60, 0.49], [-7.84, 12.64, -0.47], [-10.52, 11.15, -2.71], [-13.64, 9.40, -4.87], [-11.76, 13.62, -2.85], [-5.75, 15.67, -2.39], [-9.79, 13.18, -2.03], [-4.56, 12.01, -6.95], [-9.08, 12.86, -6.57], [-12.56, 11.95, -4.52], [-12.64, 7.73, -2.47], [-2.96, 14.74, -4.50], [-13.43, 12.78, 1.27], [-12.31, 8.18, 0.65], [-7.43, 13.79, 4.68], [-7.54, 15.16, 2.55], [-6.34, 10.55, -4.90], [-12.83, 14.61, -4.47], [-3.75, 14.19, 0.42], [-16.36, 13.60, -1.07], [-10.27, 6.69, -2.96], [-12.61, 14.83, 0.51], [-10.39, 14.31, -6.89], [-12.98, 16.58, -5.20], [-4.96, 17.30, -5.01], [-10.83, 10.71, -8.19], [-5.35, 12.15, -7.57], [-12.77, 15.92, -3.30], [-6.66, 13.23, -3.45], [-1.39, 12.56, -0.45], [-9.44, 12.73, -0.54], [-8.69, 14.26, 5.14], [-12.69, 6.65, -2.34], [-14.01, 15.84, -0.71]], "mulliken_charge": [-0.9687, 0.0002, 0.3953, 0.2566, -0.1409, 0.9248, -2.0842, -0.2158, 0.0709, 0.6837, 0.4680, -0.4823, 0.1081, -0.2804, 0.8845, 0.3747, -0.3260, 0.2955, 0.6157, 0.2036, 0.2148, -0.6281, -0.1059, -1.8985, 0.0118, 0.0045, -0.0494, 0.2111, -0.6518, 0.2412, -0.5098, 0.2218, 0.9857, 0.3701, -0.2261, -0.3980, -0.0491, 0.4102, 0.4234, -0.1321, -0.1764, -0.6394, 0.6969, 0.1263, 0.4592, -0.7676, 0.3729, 0.2251, 1.4261, -0.7212, 0.6008, 0.4057, -0.6936, 0.1156, 0.4524, -0.1510, 0.1626, 0.3034, 0.2061, 0.2555, 0.3965, 0.2934, 0.0164, -0.1034, 0.2469, 0.2323, -0.7217, 0.0733, -0.0600, 0.1925, 0.2579, -0.4944, 0.2254, 1.6422, 0.3737, 0.1332, 0.4236, -0.6512, 0.3658, 0.2965, 0.0167, 0.0782, 0.5205, -0.2038, 0.6465, 0.3891, -0.2986, -1.0582, -0.2560, 0.5262, 0.1612, 0.4363, 0.2499, -0.0986, -0.3233, 0.2020, 0.1232, 0.1641, 1.5829, 0.2651, 0.2042, 0.2136, 0.2009, -0.0100, -0.5654, 0.1128, 0.1997, -0.8332, 0.8545, 0.2978, 0.4410, 1.5688, -0.5691, 3.2155, -0.9152, 0.0026, -0.3746, 0.6735, 0.2493, 0.1587, -0.2122, 0.5419, -2.0490, 0.5642, -0.2557, -1.2177, 0.7519, -0.5037, -0.3908, 1.8848, -0.4824, 0.7160, -0.7656, 0.2145, -0.0093, -0.5804, -0.1224, 0.3593, -0.8936, 0.1231, 0.7303, 0.3538, -0.6580, -1.2865, -0.4270, 0.4554, 0.4300, -0.8148, 0.1592, 0.3469, -1.0652, 0.4628, 1.8386, -0.3930, -0.3525, -0.5729, 0.0279, -0.2763, -0.6877, 0.3992, -0.4907, -0.4471, 0.1271, -0.4813, 0.1291, 0.1899, -1.9634, -0.2582, -0.3073, -0.6698, 0.1506, 0.3031, 0.1221, -0.7826, -2.1400, -0.7414, -0.4407, -0.5124, -1.0973, -0.3085], "homo_lumo_gap_ev": 8.422}

=====

{"formula": "C3H5BrO2", "method": "wB97M-V/def2-TZVPD", "symbols": ["C", "Br", "H", "H", "H", "C", "H", "O", "H", "C", "O"], "xyz": [[0.02, 0.16, 1.14], [0.59, 0.48, 2.92], [0.90, -1.76, 0.33], [0.80, 0.44, -1.65], [-0.81, -0.18, -1.78], [0.25, -0.48, -1.38], [0.60, -1.34, -2.08], [-0.92, -0.76, 0.87], [-1.26, 2.11, 1.06], [0.30, -0.84, 0.14], [-0.47, 2.17, 0.44]], "mulliken_charge": [0.1352, -0.0410, 0.3672, 0.2753, 0.2756, -1.0370, 0.2976, -0.3110, 0.2989, 0.3546, -0.6152], "homo_lumo_gap_ev": 9.308}